Model a:
Below is CH4FNO in the gas phase, with properties calculated with ωB97M-V with the def2-TZVPD basis set.

Last columns: bonded neighbours and bond lengths (Å).
CARTESIAN COORDINATES (ANGSTROEM)
1 C -0.023 -0.426 0.522  N2 1.725, O3 1.383, H5 1.031, H6 1.143
2 N -0.474 0.262 -0.994  C1 1.725, F4 1.412, H7 1.009
3 O 0.327 0.635 1.337  C1 1.383, H8 0.935
4 F 0.690 0.595 -1.721  N2 1.412
5 H -0.838 -1.044 0.660  C1 1.031
6 H 0.969 -0.994 0.561  C1 1.143
7 H -0.996 -0.527 -1.346  N2 1.009
8 H 0.344 1.499 0.980  O3 0.935

E_LUMO = 0.98 eV
HOMO energy = -10.3 eV
Orbital gap = 11.313 eV
Molecular weight = 65.05 g/mol
Total charge = 0



Model b:
Below is 2 unconnected molecules or ions with the total composition CH4FNO, with properties calculated with ωB97M-V with the def2-TZVPD basis set.

Last columns: bonded neighbours and bond lengths (Å).
CARTESIAN COORDINATES (ANGSTROEM)
1 C 1.152 0.373 0.003  F4 1.293, H5 1.130, H6 1.163
2 N -1.494 -0.282 -0.006  O3 1.309, H7 1.055, H8 0.939
3 O -0.843 0.854 -0.011  N2 1.309
4 F 1.039 -0.911 0.099  C1 1.293
5 H 1.609 0.828 0.930  C1 1.130
6 H 1.385 0.623 -1.110  C1 1.163
7 H -1.529 -0.782 0.922  N2 1.055
8 H -1.318 -0.702 -0.827  N2 0.939

E_LUMO (alpha / beta) = 0.84 / 0.84 eV
HOMO energy (alpha / beta) = -8.1 / -8.1 eV
Orbital gap (alpha / beta) = 8.923 / 8.922 eV
Molecular weight = 65.05 g/mol
Total charge = 0



What should be chosen as the least stable of them? Choose model b.



Model a:
Below is 2 unconnected molecules or ions with the total composition C3H12N3O, with properties calculated with ωB97M-V with the def2-TZVPD basis set.

Last columns: bonded neighbours and bond lengths (Å).
CARTESIAN COORDINATES (ANGSTROEM)
1 C 1.444 0.692 -0.115  N4 1.456, H11 1.120, H12 1.057, H13 1.139
2 C -0.240 -0.429 -1.492  N3 1.371, N4 1.327, N5 1.379
3 N -1.209 -0.156 -0.561  C2 1.371, H6 1.082, H7 1.068
4 N 0.989 0.047 -1.339  C1 1.456, C2 1.327, H8 0.937
5 N -0.439 -1.119 -2.669  C2 1.379, H9 0.957, H10 1.007
6 H -1.058 0.260 0.426  N3 1.082
7 H -2.205 -0.511 -0.713  N3 1.068
8 H 1.716 -0.145 -1.899  N4 0.937
9 H 0.279 -1.652 -3.011  N5 0.957
10 H -1.273 -1.423 -3.144  N5 1.007
11 H 2.555 0.590 -0.013  C1 1.120
12 H 1.133 0.216 0.777  C1 1.057
13 H 1.167 1.793 -0.206  C1 1.139
14 C -0.246 1.083 3.062  O15 1.485, H17 1.115, H18 1.107, H19 1.171
15 O -0.295 -0.193 2.304  C14 1.485, H16 0.987
16 H -0.609 -0.915 2.899  O15 0.987
17 H -0.520 1.829 2.280  C14 1.115
18 H -0.805 1.203 4.011  C14 1.107
19 H 0.840 0.824 3.412  C14 1.171

E_LUMO = -2.81 eV
HOMO energy = -13.9 eV
Orbital gap = 11.142 eV
Molecular weight = 106.15 g/mol
Total charge = +1



Model b:
Below is 2 unconnected molecules or ions with the total composition C3H12N3O, with properties calculated with ωB97M-V with the def2-TZVPD basis set.

Last columns: bonded neighbours and bond lengths (Å).
CARTESIAN COORDINATES (ANGSTROEM)
1 C -2.966 1.171 -0.278  O2 1.382, H4 1.105, H5 1.139, H6 1.063
2 O -2.184 0.297 -1.008  C1 1.382, H3 0.996
3 H -2.791 -0.099 -1.691  O2 0.996
4 H -3.987 0.963 0.088  C1 1.105
5 H -3.058 2.158 -0.838  C1 1.139
6 H -2.523 1.290 0.681  C1 1.063
7 C 0.720 1.025 1.684  N9 1.440, H13 1.020, H14 1.163, H19 1.137
8 C 1.272 -0.674 -0.033  N9 1.360, N10 1.385, N11 1.400
9 N 0.373 0.084 0.651  C7 1.440, C8 1.360, H12 0.989
10 N 2.636 -0.472 -0.166  C8 1.385, H15 1.042, H16 1.021
11 N 0.759 -1.712 -0.819  C8 1.400, H17 1.119, H18 1.018
12 H -0.547 0.084 0.290  N9 0.989
13 H 1.051 1.905 1.289  C7 1.020
14 H 1.552 0.504 2.307  C7 1.163
15 H 3.154 0.219 0.417  N10 1.042
16 H 3.204 -1.316 -0.245  N10 1.021
17 H -0.349 -1.809 -0.942  N11 1.119
18 H 1.340 -1.923 -1.628  N11 1.018
19 H -0.108 1.221 2.438  C7 1.137

E_LUMO = -3.00 eV
HOMO energy = -14.2 eV
Orbital gap = 11.183 eV
Molecular weight = 106.15 g/mol
Total charge = +1



What should be chosen as the least stable of them? Choose model a.



Model a:
Below is 8 unconnected molecules or ions with the total composition C20H60N4O8, with properties calculated with ωB97M-V with the def2-TZVPD basis set.

Last columns: bonded neighbours and bond lengths (Å).
CARTESIAN COORDINATES (ANGSTROEM)
1 O -2.004 0.285 -2.205  H2 0.964, H3 0.965
2 H -2.508 -0.330 -2.749  O1 0.964
3 H -1.423 0.747 -2.822  O1 0.965
4 O -0.137 -0.449 -0.181  H5 0.970, H6 0.970
5 H -0.712 -0.512 0.598  O4 0.970
6 H -0.687 -0.058 -0.876  O4 0.970
7 C -1.811 -3.008 1.493  C8 1.516, H10 1.092, H11 1.088, H12 1.094
8 C -2.662 -1.755 1.522  C7 1.516, O9 1.442, H13 1.090, H14 1.096
9 O -1.920 -0.623 2.018  C8 1.442, H15 0.961
10 H -1.031 -2.935 0.732  C7 1.092
11 H -2.429 -3.888 1.325  C7 1.088
12 H -1.243 -3.124 2.421  C7 1.094
13 H -3.560 -1.873 2.130  C8 1.090
14 H -2.960 -1.545 0.489  C8 1.096
15 H -2.364 -0.286 2.801  O9 0.961
16 C 1.519 -0.922 3.104  C17 1.518, H19 1.098, H20 1.089, H21 1.091
17 C 2.252 -2.250 3.090  C16 1.518, O18 1.422, H22 1.100, H23 1.094
18 O 3.323 -2.234 2.155  C17 1.422, H24 0.990
19 H 0.837 -0.889 3.964  C16 1.098
20 H 0.957 -0.749 2.187  C16 1.089
21 H 2.221 -0.103 3.266  C16 1.091
22 H 1.576 -3.098 2.906  C17 1.100
23 H 2.715 -2.455 4.060  C17 1.094
24 H 2.947 -2.292 1.241  O18 0.990
25 C -5.051 2.505 1.460  C26 1.527, H31 1.091, H32 1.092, H33 1.091
26 C -4.662 1.574 0.313  C25 1.527, C27 1.515, N30 1.479, H34 1.098
27 C -5.257 2.066 -0.991  C26 1.515, O28 1.415, H35 1.103, H36 1.096
28 O -6.661 2.168 -0.850  C27 1.415, C29 1.405
29 C -7.260 2.745 -1.982  O28 1.405, H37 1.098, H38 1.096, H39 1.091
30 N -3.190 1.599 0.162  C26 1.479, H40 1.019, H41 1.014
31 H -5.064 3.548 1.138  C25 1.091
32 H -4.342 2.403 2.284  C25 1.092
33 H -6.048 2.277 1.841  C25 1.091
34 H -5.022 0.566 0.557  C26 1.098
35 H -5.072 1.323 -1.786  C27 1.103
36 H -4.777 3.007 -1.283  C27 1.096
37 H -7.293 2.071 -2.848  C29 1.098
38 H -6.746 3.679 -2.237  C29 1.096
39 H -8.301 2.996 -1.772  C29 1.091
40 H -2.897 1.201 -0.729  N30 1.019
41 H -2.858 0.985 0.896  N30 1.014
42 C 1.084 2.920 1.376  C43 1.531, H48 1.094, H49 1.093, H50 1.098
43 C 0.503 2.740 2.781  C42 1.531, C44 1.514, N47 1.468, H51 1.091
44 C 0.708 3.996 3.600  C43 1.514, O45 1.405, H52 1.105, H53 1.092
45 O 2.062 4.321 3.790  C44 1.405, C46 1.400
46 C 2.715 3.551 4.760  O45 1.400, H54 1.097, H55 1.100, H56 1.085
47 N -0.933 2.443 2.698  C43 1.468, H57 1.012, H58 1.013
48 H 0.997 2.032 0.744  C42 1.094
49 H 2.127 3.248 1.376  C42 1.093
50 H 0.518 3.687 0.829  C42 1.098
51 H 0.978 1.852 3.202  C43 1.091
52 H 0.204 3.850 4.573  C44 1.105
53 H 0.197 4.862 3.173  C44 1.092
54 H 2.705 2.476 4.540  C46 1.097
55 H 2.219 3.650 5.736  C46 1.100
56 H 3.741 3.899 4.827  C46 1.085
57 H -1.555 3.196 2.434  N47 1.012
58 H -1.026 1.726 1.989  N47 1.013
59 C 2.098 1.310 -2.139  C60 1.525, H65 1.089, H66 1.091, H67 1.098
60 C 3.343 1.404 -3.015  C59 1.525, C61 1.514, N64 1.461, H68 1.098
61 C 3.911 0.049 -3.383  C60 1.514, O62 1.398, H69 1.095, H70 1.106
62 O 4.201 -0.678 -2.225  C61 1.398, C63 1.411
63 C 5.176 -1.676 -2.438  O62 1.411, H71 1.097, H72 1.088, H73 1.094
64 N 3.205 2.235 -4.209  C60 1.461, H74 1.024, H75 1.018
65 H 1.748 2.284 -1.801  C59 1.089
66 H 2.317 0.698 -1.262  C59 1.091
67 H 1.299 0.813 -2.704  C59 1.098
68 H 4.121 1.912 -2.431  C60 1.098
69 H 4.795 0.197 -4.012  C61 1.095
70 H 3.175 -0.457 -4.035  C61 1.106
71 H 4.802 -2.424 -3.148  C63 1.097
72 H 5.389 -2.154 -1.484  C63 1.088
73 H 6.115 -1.270 -2.828  C63 1.094
74 H 2.413 1.926 -4.779  N64 1.024
75 H 2.859 3.157 -3.950  N64 1.018
76 C 1.804 -4.583 -0.021  C77 1.520, H82 1.101, H83 1.092, H84 1.086
77 C 2.166 -3.589 -1.112  C76 1.520, C78 1.523, N81 1.467, H85 1.094
78 C 1.087 -3.426 -2.174  C77 1.523, O79 1.394, H86 1.106, H87 1.104
79 O 0.880 -4.634 -2.839  C78 1.394, C80 1.403
80 C -0.124 -4.553 -3.816  O79 1.403, H88 1.096, H89 1.089, H90 1.097
81 N 2.460 -2.293 -0.490  C77 1.467, H91 1.022, H92 1.020
82 H 0.891 -4.262 0.505  C76 1.101
83 H 2.547 -4.505 0.776  C76 1.092
84 H 1.635 -5.605 -0.349  C76 1.086
85 H 3.059 -3.966 -1.620  C77 1.094
86 H 1.427 -2.641 -2.875  C78 1.106
87 H 0.200 -2.959 -1.711  C78 1.104
88 H -1.116 -4.472 -3.359  C80 1.096
89 H -0.081 -5.463 -4.411  C80 1.089
90 H 0.030 -3.705 -4.496  C80 1.097
91 H 2.946 -1.674 -1.142  N81 1.022
92 H 1.581 -1.813 -0.299  N81 1.020

E_LUMO = -0.22 eV
HOMO energy = -8.9 eV
Orbital gap = 8.673 eV
Molecular weight = 484.72 g/mol
Total charge = 0



Model b:
Below is 8 unconnected molecules or ions with the total composition C20H60N4O8, with properties calculated with ωB97M-V with the def2-TZVPD basis set.

Last columns: bonded neighbours and bond lengths (Å).
CARTESIAN COORDINATES (ANGSTROEM)
1 C -5.098 -16.064 24.862  O2 1.410, H3 1.092, H4 1.087, H5 1.096
2 O -4.213 -15.308 25.660  C1 1.410, H6 0.962
3 H -5.978 -15.524 24.507  C1 1.092
4 H -4.560 -16.447 23.998  C1 1.087
5 H -5.496 -16.946 25.375  C1 1.096
6 H -4.731 -14.819 26.306  O2 0.962
7 C 1.494 -14.082 22.238  O8 1.443, H9 1.094, H10 1.092, H11 1.093
8 O 2.293 -15.178 22.728  C7 1.443, H12 0.957
9 H 2.055 -13.226 21.852  C7 1.094
10 H 0.856 -14.479 21.444  C7 1.092
11 H 0.845 -13.641 22.999  C7 1.093
12 H 2.192 -15.828 22.032  O8 0.957
13 C -1.096 -14.015 25.858  O14 1.432, H15 1.095, H16 1.100, H17 1.089
14 O -0.094 -12.997 25.758  C13 1.432, H18 0.968
15 H -1.784 -13.988 25.007  C13 1.095
16 H -0.725 -15.026 25.635  C13 1.100
17 H -1.646 -14.013 26.798  C13 1.089
18 H 0.613 -13.453 26.236  O14 0.968
19 C 3.551 -14.894 25.812  O20 1.426, H21 1.084, H22 1.095, H23 1.106
20 O 4.249 -15.126 24.590  C19 1.426, H24 0.978
21 H 3.929 -15.456 26.657  C19 1.084
22 H 3.349 -13.837 26.018  C19 1.095
23 H 2.549 -15.271 25.537  C19 1.106
24 H 3.638 -14.855 23.877  O20 0.978
25 C -0.796 -9.261 28.640  C26 1.541, H31 1.093, H32 1.092, H33 1.087
26 C 0.548 -8.988 27.939  C25 1.541, C27 1.528, N30 1.480, H34 1.099
27 C 1.500 -7.916 28.465  C26 1.528, O28 1.406, H35 1.093, H36 1.099
28 O 2.362 -7.611 27.396  C27 1.406, C29 1.419
29 C 3.201 -6.502 27.675  O28 1.419, H37 1.096, H38 1.101, H39 1.085
30 N 1.272 -10.260 27.718  C26 1.480, H40 1.008, H41 1.005
31 H -1.346 -8.328 28.492  C25 1.093
32 H -0.633 -9.457 29.702  C25 1.092
33 H -1.381 -10.095 28.262  C25 1.087
34 H 0.279 -8.620 26.939  C26 1.099
35 H 1.927 -8.272 29.406  C27 1.093
36 H 0.869 -7.028 28.612  C27 1.099
37 H 3.599 -6.515 28.696  C29 1.096
38 H 2.541 -5.622 27.630  C29 1.101
39 H 4.020 -6.447 26.965  C29 1.085
40 H 0.710 -10.779 27.062  N30 1.008
41 H 2.250 -10.135 27.520  N30 1.005
42 C -3.546 -17.846 27.678  C43 1.515, H48 1.095, H49 1.092, H50 1.089
43 C -3.058 -17.445 29.055  C42 1.515, C44 1.536, N47 1.450, H51 1.096
44 C -2.392 -16.062 29.020  C43 1.536, O45 1.417, H52 1.098, H53 1.095
45 O -2.327 -15.553 30.341  C44 1.417, C46 1.401
46 C -1.372 -14.544 30.524  O45 1.401, H54 1.096, H55 1.089, H56 1.100
47 N -4.159 -17.511 29.997  C43 1.450, H57 1.018, H58 1.015
48 H -4.412 -17.231 27.414  C42 1.095
49 H -3.949 -18.861 27.689  C42 1.092
50 H -2.808 -17.761 26.882  C42 1.089
51 H -2.270 -18.173 29.280  C43 1.096
52 H -2.992 -15.401 28.380  C44 1.098
53 H -1.373 -16.123 28.623  C44 1.095
54 H -0.392 -14.808 30.108  C46 1.096
55 H -1.294 -14.355 31.594  C46 1.089
56 H -1.689 -13.606 30.045  C46 1.100
57 H -5.027 -17.219 29.552  N47 1.018
58 H -4.076 -16.822 30.738  N47 1.015
59 C -6.209 -11.820 19.472  C60 1.528, H65 1.087, H66 1.094, H67 1.092
60 C -5.939 -12.107 20.948  C59 1.528, C61 1.523, N64 1.456, H68 1.094
61 C -4.485 -11.812 21.292  C60 1.523, O62 1.405, H69 1.101, H70 1.100
62 O -4.203 -12.113 22.636  C61 1.405, C63 1.408
63 C -2.915 -11.698 23.025  O62 1.408, H71 1.093, H72 1.096, H73 1.092
64 N -6.932 -11.381 21.728  C60 1.456, H74 1.013, H75 1.019
65 H -6.351 -10.763 19.265  C59 1.087
66 H -7.143 -12.323 19.203  C59 1.094
67 H -5.510 -12.352 18.822  C59 1.092
68 H -6.103 -13.173 21.130  C60 1.094
69 H -4.259 -10.763 21.043  C61 1.101
70 H -3.850 -12.399 20.613  C61 1.100
71 H -2.787 -12.156 24.008  C63 1.093
72 H -2.831 -10.628 23.246  C63 1.096
73 H -2.087 -11.997 22.379  C63 1.092
74 H -6.953 -11.573 22.722  N64 1.013
75 H -6.714 -10.386 21.695  N64 1.019
76 C 2.958 -11.384 24.600  C77 1.521, H82 1.092, H83 1.092, H84 1.095
77 C 3.311 -10.069 23.923  C76 1.521, C78 1.520, N81 1.471, H85 1.099
78 C 4.764 -9.648 24.077  C77 1.520, O79 1.410, H86 1.103, H87 1.096
79 O 4.918 -8.424 23.396  C78 1.410, C80 1.407
80 C 6.276 -8.056 23.399  O79 1.407, H88 1.095, H89 1.090, H90 1.093
81 N 2.956 -10.222 22.504  C77 1.471, H91 1.011, H92 1.008
82 H 3.421 -12.186 24.022  C76 1.092
83 H 1.895 -11.636 24.566  C76 1.092
84 H 3.228 -11.406 25.661  C76 1.095
85 H 2.792 -9.211 24.374  C77 1.099
86 H 5.407 -10.459 23.694  C78 1.103
87 H 5.079 -9.605 25.126  C78 1.096
88 H 6.698 -8.014 24.408  C80 1.095
89 H 6.434 -7.056 22.995  C80 1.090
90 H 6.888 -8.729 22.794  C80 1.093
91 H 3.669 -9.854 21.891  N81 1.011
92 H 2.067 -9.799 22.286  N81 1.008

E_LUMO = 0.46 eV
HOMO energy = -8.7 eV
Orbital gap = 9.162 eV
Molecular weight = 484.72 g/mol
Total charge = 0



What should be chosen as the least stable of them? Choose model b.